2 unconnected molecules or ions with the total composition CH3NO4, computed with ωB97M-V with the def2-TZVPD basis set.

Results
* LUMO level: 0.09 eV
* SMILES: O=CO.O=NO
* ΔE to the lowest compared entry with this formula, charge and spin: 1.1266 eV
* calculated total energy: -395.51048 Ha
* max |F|: 2.957 eV Å⁻¹
* Kohn-Sham gap: 10.23 eV

Atoms and positions in Å:
O1 0.660 -0.802 0.553
C1 1.379 0.181 0.360
O2 1.481 0.825 -0.776
H1 2.174 0.627 0.968
H2 0.713 0.468 -1.261
O3 -1.563 0.959 -0.815
N1 -1.337 -0.173 -0.544
O4 -2.048 -0.749 0.525
H3 -1.460 -1.336 0.990


A molecular structure, C30H56BF14NO6Ta, computed with ωB97M-V with the def2-TZVPD basis set.

Results
* LUMO level: 2.45 eV
* net charge: -1
* calculated total energy: -3163.07003 Ha
* max |F|: 2.119 eV Å⁻¹
* Kohn-Sham gap: 7.84 eV

Atoms and positions in Å:
C1 5.998 1.887 4.159
C2 4.758 1.189 3.616
O1 3.729 2.134 3.461
C3 2.654 1.698 2.630
C4 2.439 2.664 1.479
O2 1.072 2.765 1.114
Ta1 0.314 1.417 -0.216
C5 -1.413 2.731 -0.932
C6 -1.693 3.913 0.029
C7 -1.061 5.220 -0.423
F1 -0.099 5.703 0.488
C8 -0.267 -0.297 -1.596
C9 -0.041 -1.732 -1.074
C10 -1.018 -2.693 -1.684
N1 -2.124 -3.011 -0.890
O3 -0.944 -3.125 -2.836
C11 -1.049 0.664 1.429
C12 -2.359 -0.044 1.030
C13 -3.617 0.589 1.571
F2 -4.728 0.153 0.881
F3 -3.607 1.946 1.427
C14 -3.921 0.241 3.068
F4 -4.367 -1.043 3.080
F5 -2.799 0.275 3.829
C15 -5.031 1.102 3.803
F6 -5.807 0.235 4.497
F7 -5.817 1.728 2.898
C16 -4.633 2.146 4.917
F8 -5.807 2.605 5.419
F9 -4.002 1.438 5.879
C17 -3.765 3.423 4.650
F10 -2.668 3.084 3.957
F11 -3.390 3.864 5.880
C18 -4.431 4.661 3.965
F12 -3.531 5.642 3.925
F13 -4.833 4.384 2.727
F14 -5.491 5.073 4.676
O4 1.635 2.069 -1.646
B1 1.677 3.382 -1.927
O5 1.184 3.814 -3.174
O6 2.263 4.325 -1.085
H1 5.706 2.719 4.798
H2 6.610 1.195 4.738
H3 6.620 2.283 3.356
H4 4.464 0.402 4.323
H5 5.015 0.728 2.659
H6 2.871 0.700 2.248
H7 1.736 1.632 3.221
H8 2.822 3.645 1.777
H9 3.025 2.368 0.605
H10 1.587 0.199 0.414
H11 -2.298 2.085 -0.933
H12 -1.326 3.090 -1.960
H13 -1.332 3.705 1.038
H14 -2.771 4.071 0.119
H15 -0.532 5.106 -1.369
H16 -1.804 6.013 -0.543
H17 0.311 -0.159 -2.511
H18 -1.316 -0.163 -1.886
H19 0.951 -2.065 -1.383
H20 -0.069 -1.770 0.016
H21 -1.890 -3.102 0.089
H22 -2.590 -3.840 -1.233
H23 -1.273 1.534 2.044
H24 -0.464 0.002 2.072
H25 -2.518 -0.097 -0.047
H26 -2.369 -1.075 1.392
H27 0.444 4.414 -3.096
H28 1.718 4.603 -0.342
C19 7.395 -1.012 1.721
C20 6.089 -1.624 1.219
C21 5.549 -2.733 2.118
C22 6.464 -3.951 2.257
C23 6.831 -4.630 0.939
C24 5.626 -5.177 0.179
H29 8.199 -1.749 1.760
H30 7.721 -0.205 1.064
H31 7.269 -0.597 2.724
H32 6.226 -1.995 0.199
H33 5.332 -0.841 1.149
H34 4.573 -3.049 1.741
H35 5.364 -2.320 3.115
H36 5.972 -4.683 2.907
H37 7.383 -3.662 2.775
H38 7.523 -5.450 1.151
H39 7.377 -3.931 0.300
H40 5.083 -5.906 0.786
H41 5.933 -5.673 -0.742
H42 4.928 -4.386 -0.095
C25 -5.938 -3.533 -7.216
C26 -4.928 -2.394 -7.328
C27 -3.497 -2.810 -6.991
C28 -3.293 -3.316 -5.562
C29 -3.702 -2.333 -4.469
C30 -2.909 -1.031 -4.494
H43 -5.986 -3.927 -6.200
H44 -6.941 -3.200 -7.487
H45 -5.668 -4.357 -7.881
H46 -5.237 -1.570 -6.680
H47 -4.946 -2.001 -8.348
H48 -2.831 -1.963 -7.175
H49 -3.184 -3.595 -7.688
H50 -2.237 -3.564 -5.425
H51 -3.842 -4.253 -5.424
H52 -3.549 -2.817 -3.503
H53 -4.774 -2.114 -4.537
H54 -1.843 -1.232 -4.381
H55 -3.211 -0.383 -3.670
H56 -3.060 -0.476 -5.422


2 unconnected molecules or ions with the total composition C3H12N2OSi, computed with ωB97M-V with the def2-TZVPD basis set.

Results
* LUMO level: -0.09 eV
* SMILES: C[Si](C)(C)N.N=O
* ΔE to the lowest compared entry with this formula, charge and spin: 0.9098 eV
* calculated total energy: -595.65048 Ha
* max |F|: 3.785 eV Å⁻¹
* Kohn-Sham gap: 8.98 eV

Atoms and positions in Å:
C1 -0.153 1.182 1.257
Si1 -0.604 0.054 -0.092
C2 -0.192 1.030 -1.717
C3 0.295 -1.660 -0.389
N1 -2.258 -0.459 0.086
H1 0.209 2.090 0.948
H2 -0.942 1.432 1.862
H3 0.649 0.893 1.973
H4 -0.431 0.402 -2.599
H5 -0.797 1.932 -1.628
H6 0.836 1.255 -1.847
H7 0.727 -2.081 0.425
H8 -0.454 -2.418 -0.700
H9 1.141 -1.648 -0.983
H10 -2.450 -1.481 0.020
H11 -3.068 0.078 0.175
N2 2.434 0.055 0.812
O1 3.185 0.101 1.735
H12 1.873 -0.759 0.663


A molecular structure, C47H37GdN7O2P, computed with ωB97M-V with the def2-TZVPD basis set.

Results
* LUMO level (spin up / spin down): 0.07 / -0.68 eV
* ΔE to the lowest compared entry with this formula, charge and spin: 0.0000 eV
* calculated total energy: -3454.08870 Ha
* max |F|: 1.743 eV Å⁻¹
* Kohn-Sham gap (spin up / spin down): 7.51 / 6.79 eV
* spin multiplicity: 8

Atoms and positions in Å:
Gd1 -1.963 -0.203 0.239
O1 -2.518 -1.330 1.970
C1 -3.257 -1.180 3.044
C2 -3.309 -2.208 4.002
C3 -4.064 -2.088 5.149
C4 -4.812 -0.936 5.396
C5 -4.777 0.082 4.468
C6 -4.013 -0.004 3.296
C7 -4.057 1.146 2.406
N1 -3.385 1.279 1.324
N2 -3.613 2.466 0.617
C8 -2.860 2.560 -0.443
O2 -1.958 1.705 -0.820
C9 -3.090 3.747 -1.316
C10 -3.817 4.849 -0.870
C11 -4.016 5.934 -1.707
C12 -3.498 5.927 -2.997
C13 -2.777 4.830 -3.445
C14 -2.568 3.746 -2.605
H1 -2.734 -3.103 3.799
H2 -4.078 -2.902 5.864
H3 -5.407 -0.844 6.294
H4 -5.352 0.986 4.638
H5 -4.720 1.966 2.685
H6 -4.221 4.835 0.132
H7 -4.578 6.790 -1.356
H8 -3.660 6.775 -3.651
H9 -2.378 4.818 -4.452
H10 -2.010 2.882 -2.938
C15 3.625 1.061 -4.185
C16 2.445 1.754 -3.953
C17 1.459 1.189 -3.160
C18 1.635 -0.075 -2.592
C19 2.826 -0.759 -2.822
C20 3.811 -0.193 -3.621
P1 0.203 -0.715 -1.670
C21 0.897 -1.840 -0.392
C22 0.119 -2.907 0.058
C23 0.518 -3.655 1.161
C24 1.704 -3.360 1.814
C25 2.488 -2.301 1.369
C26 2.080 -1.541 0.287
C27 -0.575 -1.882 -2.852
C28 0.124 -2.414 -3.903
C29 -0.486 -3.319 -4.795
C30 -1.789 -3.676 -4.612
C31 -2.546 -3.141 -3.543
C32 -3.901 -3.518 -3.357
C33 -4.623 -2.992 -2.331
C34 -4.020 -2.064 -1.448
C35 -2.715 -1.659 -1.565
C36 -1.952 -2.218 -2.642
H11 4.397 1.495 -4.808
H12 2.292 2.732 -4.391
H13 0.535 1.728 -2.975
H14 2.977 -1.744 -2.398
H15 4.725 -0.741 -3.816
H16 -0.793 -3.175 -0.462
H17 -0.105 -4.471 1.503
H18 2.018 -3.946 2.668
H19 3.419 -2.062 1.872
H20 2.690 -0.703 -0.034
H21 1.157 -2.139 -4.069
H22 0.086 -3.726 -5.619
H23 -2.269 -4.374 -5.288
H24 -4.345 -4.230 -4.044
H25 -5.658 -3.277 -2.186
H26 -4.650 -1.666 -0.653
C37 1.187 2.344 0.358
C38 1.005 1.405 1.498
N3 -0.010 0.582 1.658
C39 0.185 -0.062 2.865
C40 1.321 0.387 3.443
N4 1.838 1.328 2.573
C41 3.057 2.065 2.818
N5 4.173 1.205 3.083
N6 4.383 0.812 4.367
N7 5.316 -0.055 4.402
C42 5.754 -0.275 3.112
C43 6.755 -1.123 2.632
C44 6.972 -1.128 1.275
C45 6.215 -0.311 0.409
C46 5.224 0.527 0.866
C47 5.012 0.527 2.247
H27 0.479 2.084 -0.426
H28 2.198 2.303 -0.053
H29 0.981 3.372 0.665
H30 -0.513 -0.800 3.222
H31 1.811 0.140 4.369
H32 2.935 2.691 3.699
H33 3.270 2.691 1.954
H34 7.328 -1.742 3.308
H35 7.737 -1.768 0.856
H36 6.423 -0.345 -0.653
H37 4.649 1.143 0.185


A molecular structure, C20H42Cl32IInNOS, computed with ωB97M-V with the def2-TZVPD basis set.

Results
* LUMO level: 1.51 eV
* net charge: -1
* calculated total energy: -16529.30974 Ha
* max |F|: 4.253 eV Å⁻¹
* Kohn-Sham gap: 5.67 eV

Atoms and positions in Å:
C1 -1.407 -2.629 0.295
N1 -2.747 -2.032 0.137
C2 -2.840 -1.106 -1.023
In1 -1.388 0.623 -0.993
S1 -2.476 2.823 -1.486
C3 0.248 0.096 -2.532
C4 -0.438 -0.256 -3.918
O1 -0.286 -1.381 -4.421
I1 -1.665 1.297 -4.883
H1 -1.129 -3.390 -0.510
H2 -1.422 -3.203 1.276
H3 -0.551 -1.885 0.381
H4 -3.111 -1.632 1.004
H5 -2.779 -1.664 -2.020
H6 -3.892 -0.645 -0.977
H7 -0.607 0.718 0.644
H8 -1.435 3.752 -1.539
H9 1.043 0.892 -2.615
H10 0.691 -0.884 -2.143
C5 -2.569 6.366 -3.064
Cl1 -3.722 5.612 -1.953
Cl2 -1.712 5.151 -4.021
H11 -3.108 7.029 -3.737
H12 -1.843 6.937 -2.486
C6 -0.535 -2.886 4.302
Cl3 0.315 -2.918 2.752
Cl4 -2.038 -1.962 4.187
H13 -0.770 -3.907 4.600
H14 0.109 -2.424 5.048
C7 3.474 -1.341 1.822
Cl5 2.680 -0.432 0.536
Cl6 3.501 -0.429 3.338
H15 2.933 -2.272 1.981
H16 4.497 -1.555 1.522
C8 -3.623 -5.934 3.714
Cl7 -4.091 -5.423 5.342
Cl8 -2.945 -4.591 2.790
H17 -2.876 -6.721 3.793
H18 -4.503 -6.310 3.196
C9 -4.086 -4.182 -3.168
Cl9 -5.146 -2.988 -2.418
Cl10 -2.496 -3.493 -3.516
H19 -3.965 -5.024 -2.490
H20 -4.538 -4.519 -4.098
C10 3.422 -0.131 -4.019
Cl11 4.539 -1.432 -4.456
Cl12 3.512 0.239 -2.294
H21 3.679 0.761 -4.586
H22 2.406 -0.442 -4.260
C11 -3.644 1.073 -8.438
Cl13 -2.777 1.020 -9.978
Cl14 -5.149 1.991 -8.582
H23 -3.879 0.057 -8.129
H24 -3.011 1.548 -7.692
C12 4.019 -2.485 6.327
Cl15 4.818 -4.014 6.719
Cl16 2.266 -2.613 6.518
H25 4.392 -1.710 6.992
H26 4.243 -2.224 5.294
C13 -8.399 -3.415 -4.938
Cl17 -6.866 -4.021 -5.575
Cl18 -9.457 -4.741 -4.440
H27 -8.196 -2.782 -4.076
H28 -8.898 -2.837 -5.712
C14 5.885 -7.356 4.614
Cl19 6.132 -5.720 3.996
Cl20 4.700 -8.237 3.642
H29 6.832 -7.891 4.586
H30 5.525 -7.296 5.639
C15 7.139 -1.516 8.485
Cl21 6.336 -0.588 7.213
Cl22 7.176 -0.619 10.008
H31 6.598 -2.448 8.636
H32 8.160 -1.728 8.175
C16 -1.013 10.224 -1.404
Cl23 0.524 9.621 -2.036
Cl24 -2.074 8.904 -0.906
H33 -0.815 10.853 -0.548
H34 -1.510 10.803 -2.181
C17 -1.257 10.648 2.619
Cl25 -2.048 11.572 1.336
Cl26 -1.227 11.555 4.136
H35 -1.803 9.719 2.772
H36 -0.235 10.429 2.317
C18 1.070 13.510 0.948
Cl27 0.893 12.414 -0.428
Cl28 1.927 14.986 0.488
H37 0.082 13.776 1.318
H38 1.633 13.005 1.731
C19 4.329 -6.580 -0.044
Cl29 3.275 -5.383 0.714
Cl30 5.923 -5.901 -0.397
H39 4.447 -7.425 0.632
H40 3.873 -6.911 -0.974
C20 1.059 -4.237 -2.576
Cl31 2.179 -5.533 -3.029
Cl32 1.148 -3.888 -0.846
H41 1.317 -3.337 -3.132
H42 0.045 -4.544 -2.823


Q: Look up the calculated total energy of the first one.
A: -395.51048 Ha


Q: max |F| of number 3 (C3H12N2OSi)?
A: 3.785 eV Å⁻¹


Q: What is the calculated total energy in the third record?
A: -595.65048 Ha


Q: Among the records above, which one has the lowest max |F|?
A: C47H37GdN7O2P